Formula: C7H9NO3
Source: OMol25
Level of theory: wB97M-V/def2-TZVPD

XYZ file:
```
20
Properties=species:S:1:pos:R:3
C -0.546 -0.864 0.393
C 0.696 1.309 0.246
C 1.784 0.540 0.176
C 0.533 -1.525 0.239
C -1.741 -0.351 0.268
C 3.019 1.172 -0.244
C -2.365 -0.099 -1.117
N -2.556 0.031 1.288
O 1.808 -0.814 0.075
O 0.108 2.307 0.441
O 0.779 -2.876 0.169
H 2.945 2.254 -0.161
H 3.869 0.792 0.290
H 3.267 1.102 -1.374
H -1.908 -0.796 -1.931
H -2.178 0.883 -1.384
H -3.380 -0.392 -1.133
H -3.368 0.534 1.008
H -2.435 -0.215 2.340
H 1.666 -2.992 0.412
```

Output
HOMO level (alpha / beta) ... -5.30 / -8.37 eV
Energy above the lowest of the compared OMol25 structures with the same formula, charge and spin ... 67.8 kJ/mol
E ... -552.39068 Eh
2S+1 ... 3